(1)
This record from OMol25 describes C5H7LiO5Tl as an isolated structure in a non-equilibrium geometry. The level of theory is ωB97M-V/def2-TZVPD.

Geometry (Å):
Tl1 -0.89529 -2.15309 0.89524
O1 0.65489 -1.05867 1.58481
O2 -0.27622 1.13196 -1.10979
O3 0.87167 -0.88598 -1.49049
O4 -1.21141 2.76667 0.80708
O5 -1.54586 -0.60341 -1.25918
C1 -0.08073 2.97070 0.41173
C2 -0.21755 -0.27605 -1.01598
C3 0.61266 2.03682 -0.53363
C4 2.16080 -1.02820 -0.29845
C5 1.81467 -1.13287 1.11475
Li1 -2.07622 1.20042 0.01534
H1 -1.63853 -0.73714 -2.21136
H2 2.65160 -0.05162 -0.46168
H3 0.57760 3.67007 0.96244
H4 1.06904 2.64264 -1.33376
H5 2.65390 -1.19513 1.83159
H6 1.41151 1.57022 0.06429
H7 2.95800 -1.72398 -0.58936

Values from the calculation:
**Net charge**: +1
**E_LUMO (alpha / beta)**: -3.74 / -4.10 eV
**Kohn-Sham gap (alpha / beta)**: 7.0202 / 5.1344 eV
**Calculated total energy**: -20422.9815 eV
**Highest occupied orbital energy (alpha / beta)**: -10.757 / -9.229 eV

For each atom in turn, the Mulliken charge in e is: 0.58 -0.49 -0.47 -0.41 -0.61 -0.43 0.15 0.16 -0.13 -0.55 0.13 0.88 0.31 0.29 0.40 0.35 0.37 0.10 0.36

(2)
This record from OMol25 describes C31H60AsGe3OSbTl as an isolated structure. The level of theory is ωB97M-V/def2-TZVPD.

Geometry (Å):
Tl1 -0.38078 0.74003 -0.22242
Sb1 2.50202 0.48123 -0.12239
As1 -1.21287 0.65774 3.41812
Ge1 -1.96314 3.83139 -1.46568
Ge2 -1.13462 -1.96555 -0.68999
Ge3 -1.39811 -2.16842 -3.14194
O1 -0.54359 0.08869 1.98920
C1 2.72447 3.48497 -0.52795
C2 3.14951 1.05998 1.85405
C3 1.45218 -3.89065 2.04056
C4 0.31232 -1.75065 -3.98546
C5 0.54583 -2.99270 1.49755
C6 -3.74242 -0.89675 -0.09985
C7 2.24834 2.15612 -2.62293
C8 -0.44685 5.01629 -1.78336
C9 -1.94735 -4.02928 -3.36575
C10 3.69855 -1.42918 -2.19350
C11 -5.18721 -1.58991 1.68965
C12 2.05295 -4.85212 1.23557
C13 1.76767 -4.89977 -0.12194
C14 -2.36776 2.77256 -3.05154
C15 -4.95293 -0.80003 0.57053
C16 -4.20826 -2.46769 2.14378
C17 0.87677 -3.98857 -0.67137
C18 2.73574 0.06377 2.93422
C19 -1.55983 2.57735 0.01915
C20 4.09270 -2.14113 0.20054
C21 3.95736 -0.97607 -0.76513
C22 -0.29378 2.21843 4.04294
C23 -2.78302 -0.94286 -3.74255
C24 -1.03577 -0.70299 4.74978
C25 -2.75151 -1.77784 0.34572
C26 -3.07117 1.06053 3.21235
C27 -2.99307 -2.55751 1.48109
C28 4.65416 1.31971 1.84984
C29 -3.51836 4.83825 -0.86864
C30 3.01143 2.20398 -1.30193
C31 0.24097 -3.03734 0.13387
H1 4.85457 -0.34897 -0.73093
H2 4.95580 1.73873 2.81246
H3 0.66360 -4.03991 -1.73328
H4 3.25938 -0.88512 2.83101
H5 1.68289 -3.85421 3.09784
H6 5.21632 0.39433 1.71216
H7 -3.57654 -0.29120 -0.98570
H8 2.77777 -2.01039 -2.26044
H9 4.36627 -1.82589 1.20439
H10 2.39454 1.22177 -3.16824
H11 -1.46316 2.31540 -3.45979
H12 -5.71889 -0.12393 0.21385
H13 -0.79981 5.90200 -2.31266
H14 -1.37883 -0.31736 5.70930
H15 1.66526 -0.14219 2.90397
H16 4.96498 2.02243 1.07523
H17 1.17318 2.28483 -2.45947
H18 3.63866 -0.59891 -2.89797
H19 4.08355 2.11583 -1.49770
H20 -4.36511 4.17551 -0.68780
H21 4.51931 -2.07338 -2.51681
H22 0.73259 -0.82672 -3.58167
H23 -3.09598 1.99113 -2.83046
H24 0.15376 -1.60822 -5.05499
H25 0.00983 -0.99600 4.82569
H26 4.88129 -2.80721 -0.15767
H27 2.56940 2.97186 -3.27437
H28 -2.49632 2.17011 0.40988
H29 -3.29980 5.38035 0.05166
H30 0.00652 5.34941 -0.84968
H31 2.61471 2.00106 2.01253
H32 0.31869 4.54559 -2.39758
H33 1.03638 -2.55317 -3.85341
H34 2.74619 -5.56199 1.66704
H35 -2.79321 3.40872 -3.82821
H36 2.23676 -5.64477 -0.75080
H37 -1.64184 -1.56088 4.46307
H38 -3.52341 0.26193 2.62401
H39 -6.13833 -1.53056 2.20217
H40 -3.81379 5.56526 -1.62508
H41 3.34874 3.59098 0.35880
H42 -1.18536 -4.72219 -3.01389
H43 -2.57312 0.08345 -3.44512
H44 -4.40179 -3.09368 3.00536
H45 0.73847 1.95321 4.26694
H46 2.90469 4.35282 -1.16603
H47 -0.77842 2.59258 4.94406
H48 -2.82068 -0.97515 -4.83236
H49 -2.87238 -4.21937 -2.82219
H50 2.99909 0.46331 3.91762
H51 -1.03969 3.07553 0.84301
H52 -3.19001 2.01318 2.69976
H53 -3.54487 1.11321 4.19189
H54 1.67576 3.53448 -0.21640
H55 -3.76109 -1.23311 -3.36046
H56 -2.24475 -3.25925 1.83068
H57 -2.12616 -4.22297 -4.42424
H58 -0.32073 2.98814 3.27338
H59 3.16879 -2.71961 0.25895
H60 0.07572 -2.24489 2.12445

Values from the calculation:
**Net charge**: +2
**E_LUMO (alpha / beta)**: -5.50 / -7.94 eV
**Kohn-Sham gap (alpha / beta)**: 7.3402 / 5.9390 eV
**⟨S²⟩**: 0.757
**Multiplicity**: 2
**Calculated total energy**: -276770.5054 eV
**Highest occupied orbital energy (alpha / beta)**: -12.837 / -13.878 eV

For each atom in turn, the Mulliken charge in e is: 2.03 -0.20 0.64 0.58 -1.06 0.78 -0.70 -1.18 0.53 -0.98 -0.82 0.68 -0.16 -1.07 -1.13 -1.13 -1.48 -0.69 -0.75 -0.83 -1.09 -0.95 -0.70 -0.68 -1.26 -1.29 -1.74 0.46 -1.07 -0.79 -1.17 0.84 -0.70 -0.32 -1.58 -1.24 0.38 0.91 0.69 0.50 0.21 0.24 0.47 0.28 0.29 0.13 0.23 0.13 0.34 0.45 0.46 0.49 0.07 0.37 -0.01 0.36 0.61 0.35 0.48 0.02 0.27 0.52 0.36 0.55 0.52 0.16 0.38 0.36 0.44 0.28 0.39 0.41 0.42 0.47 0.32 -0.04 0.42 0.39 0.29 0.38 -0.15 0.49 0.29 0.52 0.48 0.48 0.39 0.50 0.21 0.36 0.54 0.04 0.43 0.59 0.47 0.25 0.41 0.21

(3)
This record from OMol25 describes a 3-piece molecular cluster, C24H47IN4O6 overall in a non-equilibrium geometry. The level of theory is ωB97M-V/def2-TZVPD.

Geometry (Å):
I1 2.32855 2.53740 6.46659
O1 3.77137 -0.21832 1.66505
O2 -1.42866 -3.17884 0.55978
O3 -3.21096 5.19593 -3.37569
O4 0.79025 -7.12462 0.74515
O5 3.44334 4.67944 4.25828
O6 -2.40173 1.06553 -1.69717
N1 -1.90967 2.68009 -4.33299
N2 0.34281 -4.97933 -1.28872
N3 -2.21245 2.02857 2.14526
N4 4.09644 3.40117 -0.91995
C1 -0.25813 0.34234 2.13742
C2 3.05891 1.04332 3.72089
C3 3.70960 2.12332 -0.25566
C4 -0.23338 -2.78228 -0.10428
C5 3.51523 0.89961 2.19130
C6 2.96354 2.26972 4.41157
C7 -2.01023 5.85408 -3.00470
C8 2.65467 -0.31685 4.45218
C9 0.12862 0.31636 3.71834
C10 -0.21851 -7.99931 0.26494
C11 1.18786 -0.83719 4.05943
C12 3.58551 2.23896 1.34474
C13 1.59424 -5.25568 -0.58162
C14 -0.80255 1.76266 1.64619
C15 -1.27776 -4.28317 1.43804
C16 -1.91759 1.23047 -4.12483
C17 0.03957 -3.55134 -1.40545
C18 -3.19682 3.21427 -4.78020
C19 -2.89892 2.32183 -1.25946
C20 3.50236 3.47124 2.04333
C21 1.72925 -6.74408 -0.26212
C22 -3.20663 4.74174 -4.73017
C23 3.33618 3.61569 3.61201
C24 -2.81658 0.68602 -3.00449
H1 -0.85351 0.01689 4.24850
H2 2.69991 1.74882 -0.66458
H3 -3.88395 2.55171 -1.67494
H4 4.98315 3.69221 -0.48303
H5 -2.18637 3.11263 -1.50387
H6 -3.38873 2.88529 -5.80625
H7 3.36359 4.11278 -0.74251
H8 -3.87593 0.91376 -3.16244
H9 -2.98343 2.28757 -0.17049
H10 0.77354 -1.50359 4.88514
H11 1.30848 -1.49808 3.12850
H12 0.63801 0.07921 1.48410
H13 -2.37651 5.16630 -5.30542
H14 -2.01982 -4.18217 2.23407
H15 -0.80995 -8.33451 1.11892
H16 -0.88495 -7.48177 -0.43103
H17 -0.28523 -4.32201 1.89569
H18 -0.88621 0.94368 -3.89623
H19 -2.14914 6.27357 -2.00656
H20 -0.85293 -3.47362 -2.03433
H21 -2.29814 1.66573 3.10745
H22 -1.10152 -0.42429 2.01233
H23 -2.17881 0.73703 -5.06745
H24 -1.65283 3.12636 -3.45928
H25 -0.42112 -5.42838 -0.79551
H26 -4.13744 5.09798 -5.18340
H27 -0.88011 1.71098 0.50332
H28 0.39226 1.34952 4.11677
H29 2.43847 -4.94165 -1.20324
H30 2.75383 -0.27506 5.58699
H31 3.52211 4.43920 1.44007
H32 3.39714 -1.13004 4.10635
H33 4.49608 1.34225 -0.53806
H34 -4.01565 2.85508 -4.14747
H35 0.85176 -3.05838 -1.95098
H36 0.62038 -2.79326 0.58201
H37 -1.49224 -5.21528 0.91233
H38 2.72589 -6.92052 0.15540
H39 -1.77983 6.67005 -3.69574
H40 0.22013 -8.87624 -0.21981
H41 -1.17454 5.14927 -2.96665
H42 -2.41862 3.03660 2.13419
H43 -0.38345 -1.73231 -0.37742
H44 -2.73837 -0.40597 -3.03235
H45 -0.13408 2.64734 1.91459
H46 1.64379 -4.70613 0.36469
H47 1.63715 -7.35725 -1.16533

Values from the calculation:
**E_LUMO**: -1.69 eV
**Kohn-Sham gap**: 6.9200 eV
**SMILES string**: NCCCCCC1=C(I)C(=O)C=C(CN)C1=O.COCCNCCOC.COCCNCCOC
**Calculated total energy**: -51989.8064 eV
**Highest occupied orbital energy**: -8.615 eV

For each atom in turn, the Mulliken charge in e is: 0.13 -0.63 -0.40 -0.34 -0.34 -0.55 -0.28 -0.33 -0.34 -0.62 -0.64 -0.38 0.73 -0.48 0.16 0.40 -0.56 -0.72 -1.19 -0.53 -0.73 -0.22 0.78 -0.08 -0.08 -0.62 -0.76 -1.07 -0.19 -0.61 -0.52 -0.82 -0.81 0.36 -0.53 0.43 0.21 0.32 0.30 0.32 0.39 0.29 0.36 0.16 0.45 -0.15 0.13 0.40 0.31 0.24 0.31 0.28 0.37 0.24 0.41 0.24 0.28 0.44 0.07 0.09 0.39 -0.08 0.26 0.39 0.33 0.18 0.33 0.30 0.18 0.41 0.05 0.21 0.40 0.34 0.35 0.30 0.23 0.29 0.32 0.26 0.10 0.41

(4)
This record from OMol25 describes C14H18BeCl3N5O3S as an isolated structure in a non-equilibrium geometry. The level of theory is ωB97M-V/def2-TZVPD.

Geometry (Å):
Cl1 -1.83183 -3.35611 -3.26116
Cl2 0.68118 -4.60984 -2.53945
Cl3 -1.78140 -4.98032 -0.98690
S1 0.21575 -1.49384 2.59584
O1 -1.40144 -1.77614 -1.15604
O2 0.61128 -2.47707 -0.54318
O3 0.51461 0.20724 -0.33004
N1 2.80242 -1.96595 1.75536
N2 -2.85052 2.15998 1.78058
N3 2.44389 -1.12042 0.79831
N4 2.01194 -3.25796 3.44378
N5 -2.24114 0.55018 -0.40136
C1 -2.58753 2.76667 0.48549
C2 -2.29822 0.82752 1.93410
C3 2.76682 0.54377 -0.90494
C4 -2.71709 -0.13938 0.86718
C5 -0.76368 -3.88097 -1.96716
C6 3.30567 2.49923 -2.25865
C7 -0.46679 -2.58870 -1.15826
C8 -2.85434 1.79727 -0.65679
C9 3.73741 1.31109 -1.62519
C10 1.81167 -2.26233 2.56669
C11 1.05299 2.16704 -1.48980
C12 3.23606 -0.46402 0.05101
C13 1.41712 0.98862 -0.85327
C14 1.97965 2.89616 -2.14930
Be1 0.83021 -1.16905 0.51660
H1 -2.28838 -0.12195 -1.18271
H2 -1.23780 0.81598 1.90756
H3 -2.58289 0.51117 2.86526
H4 1.44433 -3.17666 4.29578
H5 -1.15509 0.68307 -0.39190
H6 1.70272 3.87481 -2.55974
H7 -2.37819 2.19634 -1.58552
H8 -2.19695 -1.07177 0.99233
H9 4.73498 0.88041 -1.71413
H10 4.07224 3.03629 -2.78999
H11 -1.52367 3.08990 0.34680
H12 -3.93826 1.67540 -0.84201
H13 2.94168 -3.67270 3.44515
H14 0.07260 2.56591 -1.23402
H15 -3.84962 -0.31936 0.76222
H16 -2.70725 2.76723 2.55868
H17 4.35564 -0.62417 0.19573
H18 -3.09079 3.71744 0.41707

Values from the calculation:
**E_LUMO**: 0.40 eV
**Kohn-Sham gap**: 8.0224 eV
**Calculated total energy**: -77210.5056 eV
**Highest occupied orbital energy**: -7.627 eV

For each atom in turn, the Mulliken charge in e is: -0.16 -0.12 -0.16 -0.56 -0.67 -0.46 -0.58 -1.43 -0.37 1.35 -0.40 0.51 -0.56 -0.83 0.38 -0.23 0.72 -0.67 -0.04 -0.44 -0.79 0.56 -0.44 -0.17 0.79 -0.58 -0.15 0.46 0.37 0.49 0.25 0.03 0.37 0.41 0.15 0.37 0.40 0.27 0.38 0.26 -0.03 0.36 0.27 0.25 0.43